The following is a DFT calculation (ωB97M-V with the def2-TZVPD basis set) of a molecular structure, C34H39N3O3PtSSe at a distorted geometry.

The geometry in XYZ format:
```
82
Properties=species:S:1:pos:R:3:forces:R:3
Pt -0.18937 1.98800 1.97791 -0.11 -1.41 0.51
C 6.57151 1.24254 0.55198 0.01 0.00 -0.01
C 6.11704 1.39846 2.01184 0.00 0.00 0.01
C 6.56815 0.17466 2.80786 0.00 0.00 0.00
C 6.75512 2.65602 2.62385 0.00 0.00 0.00
C 4.60812 1.56816 2.03095 0.06 -0.14 0.10
C 4.00566 2.62954 1.35690 -0.09 0.14 -0.09
C 2.64277 2.77782 1.38176 -0.12 0.04 0.05
N 1.83252 1.93288 2.04882 0.04 0.54 -0.27
C 2.38320 0.88756 2.68686 0.40 0.14 -0.17
C 3.75399 0.69419 2.69309 0.07 0.04 -0.05
C 1.44037 -0.00854 3.33940 -0.21 -0.39 0.25
C 1.83140 -1.03011 4.17188 -0.05 -0.03 0.01
C 0.88775 -1.83028 4.82417 0.17 -0.07 0.06
C -0.43891 -1.50782 4.60664 -0.15 0.00 -0.04
C -0.77966 -0.47445 3.75510 0.22 0.16 0.01
N 0.13216 0.25138 3.10070 0.11 0.29 -0.05
C 1.34103 -2.96723 5.72266 -0.01 -0.01 0.02
C 2.21141 -2.39166 6.85080 0.00 0.01 0.00
C 0.15640 -3.71131 6.33808 0.00 0.00 -0.01
C 2.16752 -3.95048 4.87875 0.00 0.00 0.00
H 7.65410 1.11912 0.52405 0.00 0.00 0.00
H 6.32438 2.11755 -0.05040 0.00 0.00 0.00
H 6.11883 0.36494 0.08766 0.00 0.00 0.00
H 7.65411 0.10265 2.76514 0.00 0.00 0.00
H 6.16618 -0.75308 2.39494 0.00 0.00 0.00
H 6.29018 0.24716 3.86162 0.00 0.00 0.00
H 7.83982 2.54980 2.61417 0.00 0.00 0.00
H 6.43846 2.79754 3.65847 0.00 0.00 0.00
H 6.50776 3.55684 2.06126 0.00 0.00 0.00
H 4.59514 3.34692 0.80391 -0.02 0.01 0.00
H 2.16055 3.58784 0.84958 0.04 -0.01 0.01
H 4.16025 -0.15956 3.20956 0.00 -0.01 0.00
H 2.88252 -1.20804 4.33701 0.01 0.00 0.01
H -1.23826 -2.05026 5.08760 -0.01 0.00 0.00
H -1.80800 -0.22828 3.59131 -0.08 0.06 0.05
H 1.65144 -1.67878 7.45810 0.00 0.00 0.00
H 3.10443 -1.89348 6.47010 0.00 0.00 0.00
H 2.54103 -3.20261 7.50016 0.00 0.00 0.00
H -0.45164 -3.05969 6.96824 0.00 0.00 0.00
H 0.52948 -4.51746 6.96868 0.00 0.00 0.00
H -0.48194 -4.16200 5.57589 0.00 0.00 0.00
H 3.05964 -3.48247 4.45921 0.00 0.00 0.00
H 1.57686 -4.36196 4.05889 0.00 0.00 0.00
H 2.49539 -4.77793 5.50783 0.00 0.00 0.00
O -2.44137 4.06855 1.40562 -0.49 -0.95 -0.06
C -2.92421 2.83808 1.43298 0.05 0.54 -0.14
N -2.21825 1.77528 1.71138 0.09 0.59 -0.09
S -3.10183 0.34642 1.21506 -0.08 0.22 -0.27
O -2.48106 -0.10890 0.01806 0.10 0.00 0.09
O -3.26756 -0.52315 2.32749 -0.19 -0.02 0.01
C -4.56468 1.26032 0.87981 0.03 0.04 0.04
C -5.78333 0.77140 0.46833 0.01 0.04 0.04
C -6.78274 1.71349 0.23126 0.02 0.09 0.02
C -6.54787 3.07722 0.39516 -0.03 -0.07 -0.01
C -5.30534 3.55098 0.79909 -0.03 -0.01 0.00
C -4.31670 2.61567 1.04709 -0.01 -0.03 -0.07
H -5.96078 -0.28657 0.33372 0.00 0.00 0.00
H -7.75923 1.37692 -0.08898 0.00 0.01 0.00
H -7.34697 3.77944 0.20223 0.00 -0.01 0.00
H -5.11776 4.60843 0.92358 0.00 0.00 0.00
C 0.49204 6.07220 -4.43901 -0.01 0.00 0.01
C 0.21971 5.58867 -3.04764 0.00 0.00 -0.03
C 0.24273 6.46490 -1.96608 0.04 0.03 -0.02
C -0.00808 6.04049 -0.67506 -0.06 -0.02 0.04
C 0.00991 7.05794 0.44010 0.00 0.00 -0.04
C -0.28443 4.66412 -0.48078 -0.15 -0.06 0.11
Se -0.58659 4.22029 1.32459 0.41 0.22 0.02
C -0.32566 3.74426 -1.55306 -0.02 0.07 0.00
C -0.67766 2.28911 -1.45187 -0.07 0.00 -0.03
C -0.06725 4.24541 -2.81652 0.08 0.00 -0.03
H 0.67945 7.14292 -4.46436 0.00 0.00 0.00
H -0.35466 5.85371 -5.09111 0.00 0.00 0.00
H 1.36010 5.55939 -4.85614 0.00 0.00 0.00
H 0.45542 7.51236 -2.13872 0.01 0.00 0.00
H 0.22275 8.04324 0.03319 0.00 0.00 -0.01
H 0.77363 6.84241 1.18815 0.00 -0.01 0.00
H -0.95158 7.11615 0.95149 -0.01 0.00 0.01
H -0.55100 1.86720 -0.45980 0.03 0.00 0.02
H -0.06504 1.70734 -2.13820 -0.01 0.00 -0.04
H -1.71930 2.13201 -1.74372 0.00 0.00 0.04
H -0.09424 3.56140 -3.65689 0.00 0.00 -0.01
```
Forces are in eV/Å.

Calculated values
charge	+2
largest force on an atom	0.0292	Eh/bohr
calculated total energy	-4627.48530	Eh
molar mass	843.809	g/mol
Kohn-Sham gap	8.03	eV
energy above the lowest of the compared OMol25 structures with the same formula, charge and spin	0.0	kcal/mol
E_LUMO	-0.23293	Eh